Record 1
Density functional theory data (wB97M-V/def2-TZVPD) for the molecule C3H11N3 in a non-equilibrium geometry.

Geometry as ORCA input:
```
! RIJCOSX wB97M-V def2-TZVPD def2/J DEFGRID3
* xyz 0 1
C -2.4526 -0.1871 0.1699
N -1.2971 -0.0857 -0.6931
C -0.0646 0.6897 -0.0605
C 1.1010 -0.1498 -0.4420
N 1.1749 -1.3791 0.2327
N 2.2813 0.9025 0.0180
H -2.7719 0.8198 0.4524
H -2.2584 -0.7557 1.0973
H -3.2775 -0.6634 -0.3637
H -1.0694 -1.0058 -1.0615
H -0.1812 0.7836 1.0274
H -0.1041 1.6616 -0.5481
H 1.2091 -0.2761 -1.5186
H 1.9665 -1.9375 -0.0555
H 1.1734 -1.2844 1.2414
H 2.2531 1.1004 1.0152
H 2.3175 1.7672 -0.5114
*
```

Values from the calculation:
Orbital gap ... 9.4 eV
Energy relative to the best compared isomer or geometry (same formula, charge and spin) ... 1.598 eV
SMILES ... CNCC(N)N
Strongest force on any atom ... 5.0 eV/Å
M ... 89.142 g mol⁻¹

Record 2
Density functional theory data (wB97M-V/def2-TZVPD) for a cluster of 2 separate species, CH6ClNOP in total in a non-equilibrium geometry.

Geometry as ORCA input:
```
! RIJCOSX wB97M-V def2-TZVPD def2/J DEFGRID3
* xyz 1 1
C 1.4763 0.7051 0.8406
N 1.2306 1.8393 0.3308
O -0.5948 -0.3800 -0.2441
P -1.5617 -1.4729 -0.5895
Cl -1.5893 -1.5750 -2.5099
H 2.3434 0.0057 0.6363
H 0.6508 0.3361 1.6266
H 1.8190 2.2706 -0.3545
H -3.0130 -1.2653 -0.1139
H 0.3880 2.3663 0.4189
H -1.1493 -2.8298 -0.0415
*
```

Values from the calculation:
Orbital gap ... 10.0 eV
Energy relative to the best compared isomer or geometry (same formula, charge and spin) ... 0.846 eV
Strongest force on any atom ... 4.0 eV/Å
M ... 114.492 g mol⁻¹

Record 3
Density functional theory data (wB97M-V/def2-TZVPD) for the molecule C3H5ClN2 in a non-equilibrium geometry.

Geometry as ORCA input:
```
! RIJCOSX wB97M-V def2-TZVPD def2/J DEFGRID3
* xyz 0 1
Cl 2.4954 0.3289 -0.2466
C 1.1181 -0.1340 0.7834
N 0.5611 -1.3070 0.1878
C -0.5639 -1.1043 -0.3490
C -1.0368 0.2625 -0.4554
N -0.1432 1.0752 0.3942
H 1.3948 -0.2375 1.8958
H -1.1246 -1.7947 -0.8008
H -1.0858 0.7234 -1.4620
H -2.0011 0.2664 0.0219
H 0.3861 1.9209 0.0306
*
```

Values from the calculation:
Orbital gap ... 10.0 eV
Energy relative to the best compared isomer or geometry (same formula, charge and spin) ... 1.495 eV
SMILES ... Cl[C@@H]1N=CCN1
Strongest force on any atom ... 4.0 eV/Å
M ... 104.540 g mol⁻¹

Record 4
Density functional theory data (wB97M-V/def2-TZVPD) for the molecule C5H9N in a non-equilibrium geometry.

Geometry as ORCA input:
```
! RIJCOSX wB97M-V def2-TZVPD def2/J DEFGRID3
* xyz 0 1
C 2.0794 -0.3952 1.7778
C 1.5235 -1.2199 0.8810
C 0.2928 -0.9370 0.1538
C -0.2258 0.2498 -0.1782
N -1.4463 0.2875 -0.8664
C -1.7758 1.5562 -1.4992
H 3.0029 -0.7764 2.2062
H 1.7500 0.5826 2.0675
H 2.0105 -2.1760 0.7566
H -0.2619 -1.8618 -0.0116
H 0.2436 1.2221 -0.1838
H -2.0619 -0.5038 -0.8432
H -1.3135 1.6490 -2.4988
H -2.8353 1.6860 -1.7113
H -1.4554 2.3553 -0.8343
*
```

Values from the calculation:
Orbital gap ... 8.5 eV
Energy relative to the best compared isomer or geometry (same formula, charge and spin) ... 1.734 eV
SMILES ... C=C/C=C/NC
Strongest force on any atom ... 2.5 eV/Å
M ... 83.134 g mol⁻¹

Record 5
Density functional theory data (wB97M-V/def2-TZVPD) for a structure of composition C27H35HgN6O in a non-equilibrium geometry.

Geometry as ORCA input:
```
! RIJCOSX wB97M-V def2-TZVPD def2/J DEFGRID3
* xyz 0 2
Hg 0.3639 0.3149 -0.7274
C 1.3799 -2.6771 -0.5151
C 2.6394 -1.8057 -0.4493
C 2.7767 -1.0463 0.8634
N 1.7670 -0.0088 0.9590
C 1.6359 0.7492 2.0183
C 2.4973 0.6019 3.1342
C 2.4469 1.1084 4.4190
C 1.5225 1.9457 5.0222
C 0.4639 2.5534 4.3651
C 0.0931 2.5286 3.0352
C 0.6072 1.8380 1.9076
N 0.1743 2.0718 0.6933
C -0.7615 3.1421 0.4278
C -1.0650 3.3457 -1.0605
C 0.1320 3.3102 -2.0163
N 0.3265 1.9531 -2.5130
C -0.3676 1.3874 -3.6597
C -1.0971 2.2949 -4.4724
C -1.8713 2.1257 -5.5907
C -2.2041 0.9493 -6.2620
C -1.8790 -0.3154 -5.8208
C -1.2530 -0.7459 -4.6607
C -0.6489 -0.0609 -3.5751
N -0.2405 -0.7024 -2.4867
C -0.4597 -2.1290 -2.2587
C 0.8193 -2.9090 -1.9296
H 1.6080 -3.6396 -0.0477
H 0.5966 -2.2386 0.1123
H 3.5231 -2.4296 -0.6029
H 2.6495 -1.0796 -1.2697
H 2.7043 -1.7463 1.7102
H 3.7757 -0.5955 0.9175
H 3.3363 -0.0570 2.9555
H 3.2581 0.7706 5.0571
H 1.6519 2.1577 6.0752
H -0.1709 3.1808 4.9839
H -0.7597 3.1549 2.8129
H -1.7187 2.9547 0.9356
H -0.3724 4.0803 0.8460
H -1.8088 2.6155 -1.3958
H -1.5522 4.3198 -1.1478
H 0.0298 4.0403 -2.8174
H 1.0605 3.5633 -1.4986
H -0.9114 3.3302 -4.2291
H -2.2436 3.0477 -6.0245
H -2.7643 1.0374 -7.1832
H -2.2074 -1.1325 -6.4557
H -1.2423 -1.8213 -4.5844
H -1.1530 -2.2329 -1.4153
H -0.9459 -2.6157 -3.0996
H 0.5776 -3.9674 -2.0540
H 1.5814 -2.6811 -2.6802
O 1.8263 2.7808 -4.0380
N 1.3661 1.7425 -3.5553
C -0.9906 -3.7731 2.6927
C -1.3302 -2.3350 3.0956
C -0.1757 -1.7099 3.8970
C -2.6370 -2.2854 3.8935
C -1.4926 -1.5230 1.8803
N -1.6172 -0.8179 0.9826
H -0.8489 -4.3705 3.5941
H -0.0713 -3.8094 2.1075
H -1.7935 -4.2195 2.1056
H -0.0196 -2.2878 4.8094
H -0.3975 -0.6775 4.1702
H 0.7498 -1.7134 3.3199
H -2.5239 -2.8906 4.7940
H -3.4699 -2.6816 3.3129
H -2.8744 -1.2645 4.1909
*
```

Values from the calculation:
Orbital gap (spin up / spin down) ... 6.5 / 6.8 eV
⟨S²⟩ ... 0.793
Strongest force on any atom ... 1.8 eV/Å
M ... 660.208 g mol⁻¹

Record 6
Density functional theory data (wB97M-V/def2-TZVPD) for a cluster of 2 separate species, C3H4NOS in total in a non-equilibrium geometry.

Geometry as ORCA input:
```
! RIJCOSX wB97M-V def2-TZVPD def2/J DEFGRID3
* xyz 1 1
C 2.7214 0.3707 -3.0216
C -0.3133 -0.7134 1.1497
C -0.9203 0.3529 0.2788
N 1.3198 0.3327 -0.9989
O 0.7270 -1.1932 0.9440
S -0.0806 0.1689 -1.4221
H 3.9120 0.2654 -2.8397
H -0.8953 -1.0279 2.1001
H -2.1281 0.3100 0.1554
H -0.6600 1.2887 0.7094
*
```

Values from the calculation:
Orbital gap (spin up / spin down) ... 6.3 / 6.3 eV
Energy relative to the best compared isomer or geometry (same formula, charge and spin) ... 8.393 eV
Strongest force on any atom ... 3.8 eV/Å
M ... 102.138 g mol⁻¹